<one>
Computed, not measured: a cluster of 2 separate species, C5H14S in total, with ωB97M-V with the def2-TZVPD basis set.

Values from the calculation:
SMILES string: CCSC.CC

Cartesian coordinates (Å):
C (-0.14980, -1.00910, -0.94742)
C (-2.30263, -1.94937, 2.11918)
H (-1.38759, -0.56922, 3.64808)
H (1.74618, 2.19242, -1.86866)
H (-3.13538, -0.18473, 3.11858)
H (-2.99269, -1.78943, 1.25934)
H (-2.96245, -2.60786, 2.76744)
H (1.61913, 2.48102, -0.13101)
H (-1.01753, -1.31460, -1.49718)
H (-1.74778, 0.02686, 2.00276)
H (3.84977, 0.51907, -1.08274)
H (3.22524, 1.01460, 0.34680)
S (0.05953, 0.83077, -1.42307)
C (-2.15330, -0.55919, 2.78583)
C (1.76502, 1.62638, -1.02185)
H (-0.42677, -1.08459, 0.15771)
H (-1.29422, -2.42015, 2.06252)
C (2.88388, 0.63275, -0.64991)
H (2.55847, -0.45086, -0.67256)
H (0.75415, -1.55358, -1.05690)



<two>
Computed, not measured: a cluster of 2 separate species, C5H14S in total, with ωB97M-V with the def2-TZVPD basis set.

Values from the calculation:
SMILES string: CCC.CSC

Cartesian coordinates (Å):
H (-0.62259, 0.79522, -2.24114)
H (-2.86694, -0.68195, 0.20301)
H (-1.83028, 1.45754, -3.27149)
H (3.36409, -0.60213, 0.40832)
H (-1.17232, -0.15237, -0.03389)
H (1.96220, -0.08587, -0.50759)
S (1.39424, -0.31055, 1.79318)
C (2.62273, -0.58624, 3.06969)
C (-2.11054, -0.43332, -0.52599)
C (2.29737, -0.75249, 0.27726)
H (3.11370, 0.34060, 3.35550)
C (-2.60875, 0.73334, -1.38042)
H (-1.28963, 2.41919, -1.93270)
H (-3.43886, 0.42013, -2.00804)
C (-1.52370, 1.40350, -2.22469)
H (3.37670, -1.32121, 2.78708)
H (-1.82466, -1.32269, -1.08116)
H (2.15550, -0.97118, 3.97486)
H (2.07554, -1.78856, 0.01313)
H (-3.07380, 1.43904, -0.67493)



<three>
Computed, not measured: a cluster of 2 separate species, C5H14S in total, with ωB97M-V with the def2-TZVPD basis set.

Values from the calculation:
SMILES string: CCC.CSC

Cartesian coordinates (Å):
C (-1.07037, 3.36206, -1.43113)
H (-1.58972, 3.91328, -0.64339)
H (-0.81254, 1.27734, -1.96021)
C (-2.60514, 1.52160, -0.68912)
H (2.32789, -4.36601, 0.38233)
H (0.93698, -3.67368, 1.01306)
C (1.63930, -3.53248, 0.20005)
H (1.22962, -3.52107, -0.79834)
H (-2.78012, 1.65696, 0.38090)
C (-1.18077, 1.86123, -1.11924)
H (1.34651, -1.83074, 2.57138)
H (-2.91463, 0.51997, -0.96152)
H (-3.32941, 2.19349, -1.14866)
H (-0.48505, 1.60779, -0.31401)
H (-1.54514, 3.59585, -2.38436)
C (2.37442, -2.06250, 2.32817)
H (-0.04289, 3.72242, -1.42396)
H (2.97569, -1.22733, 2.70826)
S (2.68831, -2.06578, 0.53669)
H (2.83707, -2.95242, 2.75309)



<two> has the most favorable energy; the next structure is 2.3 kcal/mol above.



<one>
Computed, not measured: a cluster of 2 separate species, C4H10N4O2 in total, with ωB97M-V with the def2-TZVPD basis set.

Values from the calculation:
SMILES string: [H]/N=C(/C=C)NO.NC(N)=O

Cartesian coordinates (Å):
N (-1.01830, -0.87678, 0.70992)
H (-0.22312, 2.03453, 0.29317)
H (-0.28204, -0.65791, 3.12329)
H (1.39566, 0.72540, -0.76427)
O (-1.11276, 1.18532, -2.64976)
N (0.82194, 0.66606, -1.57128)
H (2.00020, -0.51001, 4.04891)
H (-1.75643, -1.60657, -0.84879)
H (-1.47043, -0.06610, 1.13601)
C (1.82352, -0.66830, 2.98543)
C (-0.40803, 1.26305, -1.65570)
O (-1.24928, -0.80213, -0.67015)
C (0.34603, -0.97088, 1.03824)
N (-0.79196, 1.95853, -0.52899)
H (2.69185, -0.77120, 2.32665)
N (1.28696, -1.27679, 0.22362)
H (0.88297, -1.32841, -0.71350)
C (0.59679, -0.74815, 2.47780)
H (-1.69688, 2.39589, -0.56264)
H (1.11423, 0.16739, -2.38713)



<two>
Computed, not measured: a cluster of 2 separate species, C4H10N4O2 in total, with ωB97M-V with the def2-TZVPD basis set.

Cartesian coordinates (Å):
C (2.70731, 0.10694, 1.36501)
H (1.09611, -0.48649, -1.49142)
N (0.13097, 1.59333, -1.32066)
C (0.62086, -0.81894, 0.57691)
H (-0.20774, -2.53978, 0.89093)
H (-0.13997, 2.43870, -1.69218)
C (-0.50685, 1.32470, -0.12526)
O (3.35434, -0.85360, 1.33390)
N (0.18258, -1.80488, 1.43379)
C (0.52007, -1.23986, -0.85747)
N (-1.54081, 2.10888, 0.40048)
H (0.62818, -2.03803, 2.24528)
H (1.21809, 1.67564, -1.12716)
H (-2.35717, 1.66162, 0.36016)
H (-0.55405, -0.89689, -1.15085)
H (-0.63340, 0.41297, 1.61943)
O (2.38499, 1.21742, 1.52841)
H (0.72497, -2.29304, -1.10237)
H (-1.67112, 3.12390, 0.27356)
N (-0.13978, 0.33915, 0.74346)



<one> has the most favorable energy; the next structure is 17.4 kcal/mol above.



<one>
Computed, not measured: an isolated molecule of C6H5NOS, with ωB97M-V with the def2-TZVPD basis set.

Cartesian coordinates (Å):
H (1.55779, 0.63854, -3.64497)
C (-0.95434, -0.03464, 1.54019)
C (0.21802, 0.03660, -0.63113)
C (1.14842, -1.00223, -0.51347)
S (2.16492, -0.96810, -1.88046)
C (-0.02862, -0.15178, 2.54013)
H (-0.43302, 1.51748, -2.15330)
H (-0.76694, -1.55036, 3.66853)
H (-1.54846, 0.86554, -0.15598)
N (-0.78421, 0.34216, 0.26129)
C (1.27829, 0.31486, -2.66142)
C (0.24781, 0.72460, -1.89091)
O (-0.11230, -0.82145, 3.64006)
H (-1.98735, 0.08878, 1.88143)



<two>
Computed, not measured: a cluster of 2 separate species, C6H5NOS in total, with ωB97M-V with the def2-TZVPD basis set.

Cartesian coordinates (Å):
H (-0.99389, -1.45865, -2.79013)
H (-0.46546, 1.14150, -2.59068)
H (-0.05720, -1.01231, 3.71097)
O (-0.41347, 0.75283, -0.53872)
S (-0.23682, -1.63562, 2.57030)
N (2.64228, 3.18406, 0.51128)
C (-0.66605, -0.96178, -1.93969)
C (-0.67879, -1.47854, -0.63947)
H (1.06987, 1.78233, 1.00903)
C (-0.62258, 0.38991, -1.77705)
H (-0.96041, -2.44900, -0.29298)
C (-0.45102, -0.36382, 0.23184)
C (1.91991, 2.36204, 0.88181)
C (-0.08638, -0.25296, 1.65350)



<two> has the most favorable energy; the next structure is 41.3 kcal/mol above.



<one>
Computed, not measured: an isolated molecule of C4H10OS2, with ωB97M-V with the def2-TZVPD basis set.

Values from the calculation:
SMILES string: CSSCCCO

Cartesian coordinates (Å):
H (-0.73526, 1.31800, 3.05938)
H (-1.53668, 2.75536, 2.72702)
H (1.65784, -0.14038, -2.18562)
H (-0.14267, -1.89905, -2.21782)
C (-0.11331, -1.21411, -0.08929)
H (0.75966, -2.83232, -1.07862)
H (2.22040, -1.81500, -2.57830)
C (0.52936, -1.79518, -1.37105)
H (2.53048, -1.14393, 0.13401)
S (-1.82287, 0.98099, 1.04993)
C (1.86624, -1.13847, -1.80790)
C (-0.87628, 2.03915, 2.24319)
H (-1.00061, -1.72264, 0.26496)
S (-0.28653, 0.61102, -0.34222)
H (0.08061, 2.51593, 2.06584)
H (0.59879, -1.38450, 0.73008)
O (2.80762, -1.12392, -0.77198)



<two>
Computed, not measured: a cluster of 2 separate species, C4H10OS2 in total, with ωB97M-V with the def2-TZVPD basis set.

Values from the calculation:
SMILES string: CC=O.CCSS

Cartesian coordinates (Å):
H (1.12076, 0.98210, -0.99362)
C (-0.52921, -2.95196, 0.64456)
O (-1.46280, -3.70929, 0.59159)
H (-0.50854, -2.52744, -1.42935)
S (-1.20610, 0.84399, 2.10406)
H (0.39006, 3.21375, -1.76169)
H (1.39945, 3.44935, -0.33543)
H (0.32904, -1.28034, -0.43013)
H (-0.59197, 1.12939, -0.66413)
H (-0.32943, 3.55104, -0.16364)
S (0.69444, 1.13526, 1.34889)
H (1.07541, -2.84764, -0.74181)
C (0.12284, -2.34093, -0.56013)
C (0.38710, 1.52760, -0.39669)
C (0.46249, 3.01663, -0.69211)
H (-1.29672, -0.47242, 1.85861)
H (-0.05682, -2.71910, 1.62103)



<three>
Computed, not measured: a cluster of 2 separate species, C4H10OS2 in total, with ωB97M-V with the def2-TZVPD basis set.

Values from the calculation:
SMILES string: C=CCO.CSS

Cartesian coordinates (Å):
C (0.25454, 0.76727, -1.24162)
H (-4.14375, -0.34338, 1.12819)
H (-0.32024, -1.54107, -0.07292)
S (-2.90255, -1.61301, -0.48209)
C (1.40131, 0.22902, -0.85963)
H (-2.85172, -1.28722, 1.89487)
H (3.44591, 0.77379, -0.65811)
H (2.28909, 2.08943, -0.31144)
C (2.48481, 1.02136, -0.20009)
S (-1.14950, -2.59598, -0.09304)
H (-0.52606, 0.19125, -1.72230)
H (0.15762, 1.84623, -1.24854)
H (-2.44738, 0.21056, 1.01086)
H (1.58713, -0.83500, -0.94330)
H (3.30910, 1.06722, 1.56082)
C (-3.10342, -0.65349, 1.05044)
O (2.51510, 0.67301, 1.18792)



<two> has the most favorable energy; the next structure is 11.7 kcal/mol above.



<one>
Computed, not measured: a cluster of 2 separate species, C6H12 in total, with ωB97M-V with the def2-TZVPD basis set.

Values from the calculation:
SMILES string: CC1=CCCC1.[H][H]

Cartesian coordinates (Å):
H (0.35296, 0.73241, -2.75443)
H (-1.67024, 2.04237, -0.69149)
C (-0.32204, 0.31855, -0.32097)
H (-0.10563, -1.94854, 2.08758)
C (-0.62465, 1.78166, -0.49612)
C (0.74678, -0.41831, -0.67930)
H (2.17789, -0.78241, 0.79219)
C (0.14086, -1.03265, 1.55011)
C (-1.03751, -0.42222, 0.78862)
H (1.27031, -0.43652, -1.62442)
H (0.47441, -0.28438, 2.27766)
H (0.02628, 2.29596, -1.20543)
C (1.23255, -1.25084, 0.47263)
H (-0.35703, 0.57021, -2.61516)
H (-1.69888, 0.20883, 1.38964)
H (-1.66244, -1.20124, 0.32719)
H (1.46306, -2.29781, 0.25163)
H (-0.38700, 2.19314, 0.49886)



<two>
Computed, not measured: a cluster of 2 separate species, C6H12 in total, with ωB97M-V with the def2-TZVPD basis set.

Cartesian coordinates (Å):
C (-1.52202, 1.31454, 0.85471)
H (-2.45380, 1.12757, 1.39640)
H (2.43738, -1.31168, 1.01832)
H (2.91052, -0.10721, -0.19643)
C (0.11699, 0.16806, -1.22591)
C (2.06979, -0.48491, 0.39994)
C (0.91964, -0.95097, -0.48836)
H (-2.15660, -0.21395, -0.80336)
H (1.29668, -1.70310, -1.19607)
H (0.45500, 1.19956, -1.08293)
C (-1.12485, -0.25078, -0.45388)
H (-1.66468, 2.08352, 0.09176)
H (-0.01471, -0.02454, -2.29472)
H (-0.85138, -0.05250, 0.77177)
H (1.74191, 0.31553, 1.07584)
C (-0.39537, -1.32342, 0.16867)
H (-0.75112, -2.19186, 0.71005)
H (-0.72828, 1.63365, 1.54596)



<three>
Computed, not measured: a structure of composition C6H12, with ωB97M-V with the def2-TZVPD basis set.

Cartesian coordinates (Å):
H (-0.22546, -1.53242, 2.04754)
H (-1.06037, 2.10182, 1.55684)
C (0.12844, 0.14623, -1.92778)
C (0.54209, 0.84286, 0.62716)
C (-0.58767, -1.33253, -0.06342)
H (0.38339, -0.80634, -2.48152)
H (-0.82555, -2.17043, -0.65815)
H (-0.89698, 2.19159, -0.12593)
H (-1.42881, -0.72538, 0.23450)
C (0.13154, -0.00051, -0.51176)
H (0.22626, 2.97847, 0.68671)
H (0.54569, -2.84566, 0.99002)
C (0.26635, -1.80324, 1.10124)
H (1.06763, -1.11066, 0.96428)
H (-0.87943, 0.57021, -1.10719)
H (0.59992, 0.98870, -2.45949)
C (-0.32979, 2.05316, 0.73334)
H (1.58800, 0.92432, 0.59970)



<four>
Computed, not measured: an isolated molecule of C6H12, with ωB97M-V with the def2-TZVPD basis set.

Values from the calculation:
SMILES string: C/C=C/C(C)C

Cartesian coordinates (Å):
H (1.53418, -0.13745, -1.37432)
H (1.04882, 2.46857, -1.92947)
H (2.34244, 1.43791, 0.38214)
C (-0.27661, -0.54340, -0.37087)
H (-0.35826, 2.23163, -0.58543)
H (2.13675, 0.01762, 0.95723)
C (-0.70092, -0.92813, 0.82697)
C (1.66281, 0.81090, 0.56240)
H (1.01522, 1.30382, 1.22580)
H (-0.84229, -1.02164, -1.39864)
C (-1.82298, -1.93103, 1.02722)
C (0.31338, 1.66392, -1.45035)
H (-2.70756, -1.32886, 1.70420)
H (-0.17131, 1.30918, -2.37983)
C (0.85106, 0.41758, -0.66843)
H (-2.45484, -2.32875, 0.26931)
H (-0.13877, -0.72950, 1.62693)
H (-1.43113, -2.71238, 1.57514)



<one> has the most favorable energy; the next structure is 12.9 kcal/mol above.